# 1
ORCA calculation (ωB97M-V/def2-TZVPD) on a molecular structure, H20O10Sn in a non-equilibrium geometry.

XYZ file:
```
31
Properties=species:S:1:pos:R:3:lowdin_charge:R:1
H -0.0523 -1.6934 -2.4149 0.077
H 0.1557 2.4686 2.4821 0.052
H 0.0107 -2.6474 1.3961 0.050
H 2.1007 -0.7134 2.3321 0.071
O 0.1927 2.4096 1.5501 -0.064
O 2.4397 -0.9094 -1.2479 -0.066
H 0.3437 -2.7844 -1.3509 0.029
O 1.5487 2.0396 -1.0549 -0.110
H 2.2937 2.5446 -0.6539 0.116
H 2.4927 -1.3474 -2.0719 0.050
H 2.8957 -1.4574 -0.6039 0.068
H -2.7633 1.2636 0.1701 0.067
H -0.5303 1.1416 -3.2609 0.086
Sn 0.1587 0.1126 -0.1179 1.667
H -2.9283 -0.7694 -0.9539 0.082
H -1.2263 0.1016 -2.7769 0.030
H -2.9763 -1.5964 0.3561 0.041
O -0.3763 0.4306 -2.6629 -0.068
H 1.4637 -2.8974 1.2611 0.070
H -0.6433 2.5626 1.1401 -0.013
O -0.2943 -2.1284 -1.5379 -0.120
O 1.9507 0.1666 1.9281 -0.098
H -1.9273 0.4926 2.2621 0.009
H -2.1813 2.4146 -0.7569 0.080
O -1.1743 -0.0284 2.3461 -0.072
H 2.6297 0.7506 2.1931 0.054
O -2.0053 1.8566 -0.0059 -0.095
H 1.6747 2.0856 -1.9829 0.043
O 0.8177 -2.2184 1.2111 -0.062
O -2.5903 -0.8704 -0.0499 -0.068
H -1.5013 -0.7794 2.8751 0.095
```

Summary:
Relative energy (zero: lowest compared OMol25 entry of this formula, charge and spin): 0.7645 eV
Charge: +2
HOMO energy: -16.88 eV

***

# 2
ORCA calculation (ωB97M-V/def2-TZVPD) on 2 unconnected molecules or ions with the total composition C4H8O2 in a non-equilibrium geometry.

XYZ file:
```
14
Properties=species:S:1:pos:R:3:lowdin_charge:R:1
H 0.3816 1.1249 -1.4486 -0.017
H -1.2960 1.5144 -0.4116 0.069
H 1.3073 -2.1784 -0.2200 0.064
H -0.0181 0.3777 2.1257 0.111
C -0.5104 0.3805 1.1577 -0.122
H -0.9933 2.3844 1.1838 0.048
H 1.4794 -1.2769 1.3540 0.060
O 0.8992 1.3662 -2.2206 -0.046
C -0.3055 -0.8677 0.4085 -0.426
C -1.0050 1.4936 0.6283 0.033
O -1.3012 -1.3351 -0.4279 0.038
H 1.6579 0.7840 -2.2233 0.031
C 0.8820 -1.4777 0.4772 0.052
H -1.1779 -2.2899 -0.3833 0.105
```

Summary:
Relative energy (zero: lowest compared OMol25 entry of this formula, charge and spin): 2.4014 eV
SMILES: C=CC(=C)O.O
HOMO energy: -9.00 eV

***

# 3
ORCA calculation (ωB97M-V/def2-TZVPD) on 3 unconnected molecules or ions with the total composition C14H21F11O7P in a non-equilibrium geometry.

XYZ file:
```
54
Properties=species:S:1:pos:R:3:lowdin_charge:R:1
H 1.9329 -4.1220 1.0292 0.077
H -2.5425 5.7850 -2.5733 0.129
C -0.4937 2.1431 -1.3693 -0.518
F -5.3585 -1.9045 2.4474 0.218
H -0.0760 -2.0888 0.3939 0.134
O -0.0731 -2.1230 2.4958 -0.170
F -5.2182 -3.7847 0.7357 0.170
C -2.8679 4.8886 -2.0494 -0.185
H 5.0648 2.3299 -3.9447 0.086
C -3.5554 5.2673 -0.7551 -0.056
F 0.3073 2.8346 -0.5480 0.169
H -4.4069 5.9173 -0.9518 0.088
H 1.8419 -4.7871 2.6429 0.082
H 0.3503 -4.5921 1.7159 0.053
F -3.4765 -2.4346 3.4538 0.200
H -2.1813 -4.6777 -0.7803 0.123
F 4.9675 -1.3772 -1.6835 0.161
H -2.8616 5.7839 -0.0906 0.086
H 1.3625 -2.8979 3.6894 0.124
O -2.5688 -1.6364 0.3304 -0.153
C -1.8506 2.8241 -1.5750 -0.402
C -0.2242 -1.4307 1.2753 -0.209
F -5.2041 -3.6436 3.6307 0.210
F 0.1649 1.9937 -2.5254 0.175
C 4.2255 2.6054 -1.9805 -0.197
F 4.1339 -0.9691 0.2727 0.135
C -1.6800 -0.9104 1.2443 -0.133
H -3.5373 4.3479 -2.7177 0.128
F -0.6142 0.9122 -0.8341 0.132
C -4.5374 -2.8596 2.8070 -0.627
P -2.6469 -3.1678 0.6155 0.987
O -2.7356 -3.8761 -0.8027 -0.072
O -2.8988 2.2461 -1.5693 0.168
F -3.9143 -4.9607 1.9525 0.124
H 5.1007 4.0059 -3.3619 0.086
H 6.2404 2.8081 -2.7329 0.081
C 5.1639 -0.6754 -0.5566 -0.527
H -1.5262 -3.7152 1.2686 0.096
C 5.2149 2.9628 -3.0689 -0.055
O 6.0574 1.5599 -0.3192 0.183
H 4.3768 3.2110 -1.0868 0.127
O 4.2928 1.2014 -1.6620 0.027
O -1.6751 4.1162 -1.7935 0.042
C -4.1798 -3.7078 1.5442 -0.484
C 1.2102 -2.7352 2.6165 -0.229
H -2.0455 -0.8428 2.2750 0.131
H 3.2097 2.7911 -2.3267 0.117
H -3.9110 4.3828 -0.2254 0.077
C 1.3203 -4.1275 1.9393 -0.059
H 2.0463 -2.1026 2.2875 0.121
F 6.2706 -1.1496 0.0107 0.177
C 5.2566 0.8330 -0.8236 -0.399
H -1.6427 0.1122 0.8738 0.115
H 0.4497 -0.5693 1.1782 0.140
```

Summary:
Charge: +1
HOMO energy: -13.21 eV

***

# 4
ORCA calculation (ωB97M-V/def2-TZVPD) on 7 unconnected molecules or ions with the total composition C28H58O12S in a non-equilibrium geometry.

XYZ file:
```
99
Properties=species:S:1:pos:R:3:lowdin_charge:R:1
H 15.8131 14.9127 12.6026 0.110
H 13.4131 10.4734 7.0672 0.085
O 6.9736 15.0818 9.6920 -0.137
H 14.7423 12.1318 8.0617 0.101
H 8.5866 15.7241 8.3833 0.110
H 14.0060 14.5269 14.4264 0.133
O 13.2454 13.4428 7.7306 -0.182
C 13.2341 14.3271 13.6831 -0.162
H 11.7885 18.0614 6.4025 0.116
C 16.1253 16.9847 10.5861 -0.074
H 15.7636 17.2687 11.5744 0.080
C 8.8083 16.3271 10.4397 -0.167
C 14.5597 9.6238 15.2228 -0.172
O 11.0346 11.5951 13.8431 -0.254
O 11.3295 16.5906 7.6596 -0.155
H 17.1328 16.6129 10.7727 0.084
H 16.6802 7.6867 15.2145 0.120
H 10.9580 18.5017 9.2638 0.111
H 9.8268 16.1220 10.7693 0.097
C 15.2766 14.6651 10.4794 -0.149
C 12.1476 13.4402 6.8241 -0.187
C 8.3492 15.2814 9.3506 -0.164
C 16.6706 8.6243 14.6587 -0.190
H 7.1991 14.0340 11.4771 0.114
C 14.6846 8.7985 10.2550 -0.201
H 13.3147 11.6903 10.0694 0.129
O 10.0618 10.0600 12.0553 -0.244
H 12.4460 6.5862 9.4803 0.120
H 13.7128 7.1172 11.2047 0.112
C 7.9245 16.1044 11.6134 -0.175
H 7.3545 17.0149 11.7984 0.111
H 10.0768 14.8896 16.6782 0.091
H 12.7808 8.5916 11.3108 0.091
H 15.5517 8.1888 10.5088 0.109
H 16.1935 9.2242 12.6526 0.105
O 10.4736 12.5269 11.4987 -0.201
O 14.6434 8.9608 8.8219 -0.166
O 11.4983 14.6347 15.2868 -0.184
C 14.2119 12.5341 7.1986 -0.163
H 13.9077 9.0884 15.9131 0.116
H 13.6762 18.0886 7.8877 0.122
C 13.4363 8.0175 10.6560 -0.165
C 11.4603 12.7232 10.4460 -0.144
C 12.8206 7.6002 9.3407 -0.176
H 13.3591 18.0553 9.6935 0.111
H 13.7836 8.0848 14.0504 0.117
C 15.0196 14.4118 12.0480 -0.141
C 6.9389 15.0295 11.1172 -0.195
S 10.8678 11.2207 12.4036 0.721
O 15.2083 16.0204 9.9901 -0.223
C 10.4126 15.3973 15.7741 -0.105
H 12.4225 14.1200 6.0175 0.127
H 13.7799 11.0845 5.5594 0.111
C 13.8820 7.7728 8.3272 -0.169
H 17.6910 8.9476 14.4527 0.122
H 15.8286 7.6035 12.9619 0.112
H 16.2456 14.3009 10.1380 0.117
H 8.9154 14.3511 9.3951 0.099
C 12.4666 16.5172 8.6226 -0.174
H 10.6159 16.4565 15.9316 0.087
C 11.1436 17.9333 7.2719 -0.247
H 11.1856 13.7626 7.2224 0.110
H 10.1352 18.2044 6.9593 0.122
H 11.1270 14.6867 13.2017 0.113
H 12.0403 16.0383 13.8861 0.125
H 12.2559 16.0828 9.5999 0.110
C 11.9905 11.9524 6.4698 -0.167
H 8.4228 15.7096 12.4988 0.098
H 11.4418 11.4101 7.2398 0.099
H 15.1492 13.3397 12.1959 0.114
C 11.6506 18.7019 8.4463 -0.162
C 13.3748 11.4132 6.5164 -0.158
H 5.8970 15.2247 11.3709 0.119
H 16.0771 17.8576 9.9351 0.085
C 12.9536 17.9338 8.6890 -0.178
H 9.5857 15.2999 15.0706 0.075
H 13.8650 9.6620 13.2648 0.091
H 8.6601 17.3633 10.1359 0.108
H 13.3179 15.9519 8.2435 0.095
H 11.8767 10.6944 9.7163 0.130
H 13.0556 13.2562 13.5859 0.102
H 11.9562 13.6598 10.7007 0.120
O 15.9301 9.4440 15.5586 -0.147
O 13.7226 14.9255 12.4583 -0.162
H 14.7394 9.8058 10.6678 0.106
H 14.5917 14.0930 9.8535 0.091
C 14.4342 8.9346 13.8436 -0.169
C 12.2821 11.4828 10.3503 -0.188
H 11.7662 19.7585 8.2047 0.116
H 13.6955 7.8414 7.2555 0.118
H 10.9732 12.9813 9.5057 0.115
H 11.9806 8.2410 9.0725 0.110
C 15.8152 8.5799 13.4462 -0.201
H 14.9911 13.0951 6.6827 0.120
H 14.6077 6.9600 8.2981 0.115
H 14.3422 10.6908 15.1746 0.114
H 11.4216 11.6801 5.5809 0.117
C 11.8728 14.9630 13.9471 -0.192
O 12.2976 10.9764 11.6552 -0.238
```

Summary:
SMILES: O=S1(=O)OCCO1.COCCOCCOC.C1CCOC1.C1CCOC1.C1CCOC1.C1CCOC1.C1CCOC1
HOMO energy: -9.37 eV

***

no.,Kohn-Sham gap (eV)
1,10.598
2,9.723
3,9.477
4,9.879